The following is a quantum chemistry calculation of a structure of composition C24H24F9NO2P2W at a distorted geometry, from the Open Molecules 2025 dataset.

Last column: Löwdin spin population.
Positions of all 63 atoms, in Å:
C 4.0814 1.1153 -1.8949  0.003
C 2.6950 1.3017 -1.8281  0.016
C 1.8696 0.3761 -2.5074  0.010
C 2.3939 -0.6782 -3.3038  0.006
C 3.8071 -0.8176 -3.3507  0.007
C 4.6160 0.0540 -2.6447  0.005
C 1.4915 -1.5656 -3.8921  0.014
C 0.1126 -1.3609 -3.8481  0.001
C -0.3728 -0.2992 -3.0407  0.006
C -1.7486 -0.0145 -2.9386  0.001
C -2.6521 -0.9041 -3.5255  0.008
C -2.1815 -1.9896 -4.2760  -0.001
C -0.8346 -2.2133 -4.4638  0.006
H 4.7488 1.7818 -1.3332  0.000
H 4.1919 -1.6386 -3.9558  0.000
H 5.6943 -0.1074 -2.6533  0.000
H 1.8926 -2.3894 -4.4569  0.000
H -3.7275 -0.7625 -3.3848  0.000
H -2.8879 -2.6754 -4.7286  0.000
H -0.4334 -3.0461 -5.0434  0.000
N 0.5229 0.3055 -2.1679  0.010
W 0.0321 -0.0605 -0.3342  1.439
C 2.0393 2.3525 -0.9480  0.028
H 1.1855 2.8568 -1.4349  0.001
H 2.7497 3.1441 -0.6725  0.002
C -2.1790 1.1430 -2.0661  0.012
H -1.5986 2.0706 -2.2116  0.001
H -3.2350 1.3896 -2.2090  0.001
P 1.4094 1.5231 0.6478  0.130
P -2.1412 0.6836 -0.2639  0.077
C -3.5183 -0.4407 0.0328  -0.002
H -3.5524 -0.6772 1.1062  0.000
H -4.4391 0.0765 -0.2733  -0.001
H -3.4118 -1.3717 -0.5364  0.000
C -2.6010 2.2066 0.5742  0.041
H -3.5992 2.4893 0.2057  0.006
H -2.6326 2.0268 1.6575  0.000
H -1.8868 3.0087 0.3520  0.001
C 2.9568 1.0085 1.5137  0.022
H 3.6644 1.8421 1.6389  0.002
H 2.6609 0.6359 2.5043  0.000
H 3.4563 0.1986 0.9700  0.001
C 0.9462 2.9915 1.6413  0.028
H 0.6537 2.6505 2.6409  0.000
H 1.7777 3.7053 1.7390  0.003
H 0.1013 3.5045 1.1749  0.000
C -0.7158 -1.5744 1.0989  0.036
O -1.0329 -2.7134 0.9339  0.011
H 1.0441 -1.4709 -0.6534  0.026
F -3.0018 -1.9961 3.3944  0.000
C -1.9237 -2.2690 4.1759  0.000
F -2.3015 -2.1888 5.4748  0.001
F -1.5137 -3.5385 3.9217  0.000
C -0.7928 -1.2367 3.8976  0.005
O -0.6931 -0.8362 2.5588  0.037
C -1.1408 0.1364 4.6036  0.000
F -1.2464 0.0979 5.9457  0.000
F -0.1885 1.0754 4.3034  0.000
F -2.3293 0.5992 4.1039  0.000
C 0.6021 -1.7583 4.4076  0.000
F 0.5741 -2.1799 5.6950  0.000
F 0.9869 -2.7972 3.6206  0.000
F 1.5557 -0.7796 4.3063  0.000

Summary:
Total energy, Eh: -2782.16112
HOMO level (alpha / beta), eV: -14.654 / -15.275
Total charge: +2
Largest force on an atom, eV Å⁻¹: 4.08
Spin multiplicity: 3